Record 1
ORCA calculation (ωB97M-V/def2-TZVPD) on 2 unconnected molecules or ions with the total composition C5H8O4.

LUMO (spin up / spin down) = 0.120 / -0.005 Eh
orbital gap (spin up / spin down) = 7.45 / 4.06 eV
total energy = -496.2851 a.u.
molar mass = 132.12 g mol⁻¹
multiplicity = 2
charge = -1
HOMO level (spin up / spin down) = -4.2 / -4.2 eV

Last column: Mulliken charge in e.
Positions of all 17 atoms, in Å:
H (-0.614, -3.043, 0.337)  0.277
C (-1.791, -0.648, -0.339)  0.497
H (-1.760, -1.201, 1.735)  0.326
H (0.632, 1.798, 0.556)  0.318
C (-1.019, -1.030, 0.953)  -0.107
C (0.853, 1.517, -0.481)  -0.653
C (1.807, 2.519, -1.105)  0.627
H (1.235, 0.501, -0.411)  0.164
O (-2.903, -0.099, -0.127)  -0.777
H (-0.493, -0.118, 1.257)  0.015
H (0.356, -2.572, 1.697)  0.358
O (2.402, 3.157, -0.124)  -0.268
C (-0.063, -2.203, 0.763)  -1.025
H (0.709, -1.970, 0.034)  0.212
O (-1.241, -0.874, -1.442)  -0.709
O (1.988, 2.735, -2.275)  -0.556
H (-0.096, 1.531, -1.028)  0.303

Record 2
ORCA calculation (ωB97M-V/def2-TZVPD) on a single C4H6ClNO2 molecule.

LUMO = 0.024 Eh
orbital gap = 10.82 eV
total energy = -821.4726 a.u.
molar mass = 135.55 g mol⁻¹
charge = 0
HOMO level = -10.2 eV
structure (SMILES) = O=C1NC[C@@H](Cl)CO1

Last column: Mulliken charge in e.
Positions of all 14 atoms, in Å:
C (-1.735, -0.185, -0.069)  0.546
C (0.359, -1.333, 0.250)  -0.573
N (-1.018, 0.978, 0.051)  -0.143
H (0.482, -1.259, 1.325)  0.326
H (0.785, 1.289, 1.137)  0.283
H (0.718, 1.991, -0.528)  0.326
H (-1.594, 1.798, 0.049)  0.210
H (0.782, -2.284, -0.092)  0.321
C (1.048, -0.159, -0.413)  0.072
H (0.918, -0.227, -1.470)  0.352
O (-2.938, -0.213, -0.165)  -0.598
Cl (2.796, -0.183, -0.074)  -0.187
O (-1.026, -1.342, -0.104)  -0.327
C (0.424, 1.129, 0.103)  -0.606

Record 3
ORCA calculation (ωB97M-V/def2-TZVPD) on a molecular structure, C15H24BN10Os.

LUMO (spin up / spin down) = -0.434 / -0.434 Eh
orbital gap (spin up / spin down) = 5.27 / 5.27 eV
total energy = -1248.0407 a.u.
molar mass = 545.47 g mol⁻¹
charge = +3
HOMO level (spin up / spin down) = -17.1 / -17.1 eV

Last column: Mulliken charge in e.
Positions of all 51 atoms, in Å:
H (1.687, -2.244, 3.722)  0.473
H (-0.816, 3.739, 2.361)  0.489
H (1.787, 2.315, -1.804)  0.410
C (3.610, 2.158, -0.548)  -0.892
H (-0.810, -3.266, 3.351)  0.468
N (1.083, -0.924, -1.846)  0.276
H (4.326, 2.816, -1.008)  0.529
N (1.196, -1.043, 2.054)  0.231
H (-2.597, 0.456, 1.955)  0.350
C (0.954, -1.985, 2.978)  -0.364
H (-3.617, -0.341, -1.187)  0.703
C (-3.185, -2.006, -2.525)  -0.904
H (-2.981, 2.783, 2.702)  0.382
H (4.650, 1.265, 1.221)  0.497
C (-0.814, -1.802, 1.693)  -0.293
H (-1.769, -1.913, 1.206)  0.556
Os (-0.161, 0.538, -0.293)  1.719
N (1.756, 0.997, -0.118)  0.510
N (2.663, 0.673, 0.822)  0.394
N (-2.323, 0.914, -0.085)  -0.872
H (-0.587, 2.000, 2.537)  0.272
H (0.624, 3.084, 0.688)  0.344
H (-1.889, -3.290, -3.570)  0.214
C (-0.317, -2.498, 2.784)  -1.005
C (-2.892, -0.970, -1.677)  -0.334
C (-1.009, 2.772, 1.889)  -0.629
C (2.493, -2.159, -3.031)  -0.865
H (-4.140, -2.385, -2.841)  0.417
H (3.427, -1.092, 1.965)  0.006
H (3.192, -0.492, -1.785)  0.423
N (-0.320, 2.714, 0.568)  -0.546
C (2.393, -1.104, -2.158)  -0.258
C (0.399, -1.828, -2.496)  0.179
H (2.738, 0.265, 3.013)  0.014
C (-2.908, 1.229, 1.249)  -0.604
N (-1.988, -2.506, -2.939)  -0.033
N (-1.538, -0.832, -1.570)  -0.154
C (3.787, 1.357, 0.584)  -0.232
H (-2.898, 3.367, 1.053)  0.327
C (2.318, 1.909, -0.955)  -0.413
H (-0.792, 3.368, -0.060)  0.280
B (2.521, -0.304, 1.977)  -0.390
C (-2.509, 2.605, 1.736)  -0.709
H (3.359, -2.594, -3.498)  0.411
H (-2.570, 1.671, -0.728)  0.451
N (0.109, -0.926, 1.265)  0.051
H (0.968, -3.384, -3.825)  0.196
C (-1.015, -1.780, -2.355)  0.364
H (-3.999, 1.189, 1.186)  0.417
H (-2.810, 0.091, -0.428)  0.207
N (1.216, -2.606, -3.229)  -0.061

Record 4
ORCA calculation (ωB97M-V/def2-TZVPD) on 3 unconnected molecules or ions with the total composition C16H34FN4O2S.

LUMO = -0.208 Eh
orbital gap = 4.37 eV
total energy = -1497.2623 a.u.
molar mass = 365.54 g mol⁻¹
charge = +1
HOMO level = -10.0 eV

Last column: Mulliken charge in e.
Positions of all 58 atoms, in Å:
C (3.760, 5.130, 2.241)  -0.985
N (-2.707, -3.517, -1.330)  0.541
H (3.575, 6.195, 2.387)  0.382
H (-2.591, -3.152, 0.696)  0.422
H (2.563, 1.102, 1.490)  0.373
H (-2.265, -4.831, 0.321)  0.320
H (1.802, 4.794, 3.043)  0.387
H (4.984, 2.024, 1.626)  0.340
H (2.966, 1.388, 3.722)  0.433
S (1.454, 2.115, -2.566)  1.146
H (-3.004, -6.186, -2.679)  0.277
H (4.192, 2.641, 3.671)  0.269
C (-2.748, 0.895, -1.709)  0.049
C (3.104, 2.471, 3.670)  -0.350
H (2.964, 2.644, 5.807)  0.436
C (-1.276, 2.679, -2.165)  0.054
F (1.445, 3.574, -2.030)  -0.180
H (-1.044, 3.726, -2.328)  0.487
H (-4.855, -5.535, -1.803)  0.245
H (-1.719, -6.110, -1.473)  0.267
H (-3.390, 2.944, -1.841)  0.430
H (-4.446, -5.332, -0.096)  0.297
H (4.451, 1.370, 0.083)  0.410
N (-0.464, 0.427, -2.042)  -0.588
N (-1.700, 0.083, -1.786)  0.408
H (-1.328, -6.083, -3.186)  0.381
H (-0.030, -4.162, -0.674)  0.300
H (1.434, 2.929, 4.967)  0.330
H (-3.708, 0.446, -1.479)  0.529
C (-2.100, -4.201, -2.471)  -0.806
H (4.422, 4.802, 3.043)  0.249
C (-2.557, 2.257, -1.907)  -0.823
C (2.512, 3.096, 4.923)  -1.411
H (-1.845, -0.927, -1.639)  0.157
C (2.829, 2.144, 1.280)  -0.346
C (-2.100, -3.805, -0.032)  -0.539
H (-1.081, -3.827, -2.586)  0.381
H (4.292, 5.020, 1.297)  0.271
N (2.465, 2.927, 2.445)  0.168
C (-4.877, -4.839, -0.967)  -1.168
H (-5.926, -4.639, -0.742)  0.407
C (-2.045, -5.731, -2.443)  -1.100
H (-0.178, -3.580, 0.962)  0.418
H (-2.628, -3.872, -3.370)  0.449
C (-4.167, -3.523, -1.293)  -0.693
H (-0.438, -2.480, -0.376)  0.127
C (-0.617, -3.505, -0.033)  -1.131
H (2.697, 4.168, 4.978)  0.294
H (2.182, 2.439, 0.450)  0.002
C (4.286, 2.173, 0.803)  -1.112
H (4.536, 3.109, 0.304)  0.231
O (2.248, 1.290, -1.742)  -0.446
O (1.617, 2.121, -3.970)  -0.522
H (-4.472, -2.778, -0.551)  0.357
C (2.428, 4.368, 2.256)  -0.589
H (-4.529, -3.151, -2.256)  0.358
C (-0.260, 1.709, -2.227)  0.175
H (1.887, 4.566, 1.325)  0.232

Record 5
ORCA calculation (ωB97M-V/def2-TZVPD) on a molecular structure, C2H4CeLiO.

LUMO (spin up / spin down) = -0.543 / -0.542 Eh
orbital gap (spin up / spin down) = 5.55 / 9.28 eV
total energy = -635.1406 a.u.
molar mass = 191.11 g mol⁻¹
multiplicity = 3
charge = +3
HOMO level (spin up / spin down) = -20.3 / -24.0 eV

Last column: Mulliken charge in e.
Positions of all 9 atoms, in Å:
Ce (-0.564, 3.010, 1.018)  1.777
H (-1.572, 0.047, -0.338)  0.442
H (0.936, -0.318, -1.473)  0.290
C (-0.565, -0.194, 0.005)  0.128
O (0.137, 0.918, 0.379)  -0.862
H (0.427, -2.040, -0.942)  0.327
C (0.327, -0.969, -0.855)  -0.288
H (-0.435, -1.275, 0.388)  0.225
Li (1.308, 0.821, 1.817)  0.961

Record 6
ORCA calculation (ωB97M-V/def2-TZVPD) on a single C2H4FNO molecule.

LUMO = 0.031 Eh
orbital gap = 9.37 eV
total energy = -308.3703 a.u.
molar mass = 77.06 g mol⁻¹
charge = 0
HOMO level = -8.5 eV
structure (SMILES) = C/C(F)=[NH+]\[O-]

Last column: Mulliken charge in e.
Positions of all 9 atoms, in Å:
C (-0.137, -0.545, 0.171)  0.433
N (-1.288, -0.065, -0.186)  0.176
H (0.753, 1.104, 0.781)  0.256
H (1.217, 0.729, -0.952)  0.266
H (-2.149, -0.557, -0.295)  0.227
H (1.973, -0.295, 0.323)  0.304
O (-1.425, 1.133, -0.551)  -0.632
F (-0.015, -1.800, 0.612)  -0.258
C (1.070, 0.296, 0.097)  -0.774